Entry 1:
ORCA calculation (wB97M-V/def2-TZVPD) on a molecular structure, C24H36NO5P2SSc at a distorted geometry.

Output
E_LUMO, eV: -0.17
DFT total energy, eV: -87310.258
Kohn-Sham gap, eV: 7.59
Maximum force, eV/Å: 8.90

The geometry in XYZ format:
```
70
Properties=species:S:1:pos:R:3:forces:R:3:mulliken_charge:R:1
C -0.7664 3.7479 -2.8964 0.113 -0.015 0.089 -0.9417
C -0.7833 2.3840 -2.5665 0.683 0.378 0.448 0.6237
N 0.0711 1.8913 -1.6211 -0.035 2.609 -0.615 0.8317
C 0.9505 2.7188 -0.9854 -0.617 0.232 -0.610 0.6557
C 1.0201 4.0795 -1.3095 -0.089 -0.149 -0.004 -0.9727
C 0.1490 4.6025 -2.2734 -0.064 -0.538 0.089 -0.4716
C -1.6938 1.4046 -3.2622 -0.121 -0.206 -0.304 -1.0524
P -1.9549 -0.1183 -2.2220 -4.817 0.356 -2.368 1.6536
Sc 0.0961 -0.2287 -1.2041 -1.552 -1.419 2.424 -2.3449
P 2.0639 0.2761 -0.1794 5.041 1.306 2.400 1.3796
C 1.7895 2.1066 0.1133 0.077 -0.063 0.270 -0.9448
C 0.1184 -2.2681 -0.8939 0.189 -2.913 0.081 2.5703
C -0.8977 -2.9291 -0.1574 0.105 -0.468 -0.549 -0.5560
C -0.9172 -4.3228 0.0087 -0.046 0.103 -0.088 -0.7724
C 0.0945 -5.1210 -0.5468 0.026 0.545 -0.050 -0.4698
C 1.1239 -4.4978 -1.2673 0.073 -0.016 0.007 -0.7797
C 1.1303 -3.1028 -1.4367 -0.462 -0.332 0.301 -0.9826
O -0.6324 -0.0123 -5.9071 0.810 -0.192 0.069 -0.7378
O 0.5748 -2.0317 -4.5280 -0.140 -0.343 0.611 -0.8786
H -1.4609 4.1229 -3.6537 0.272 -0.143 0.304 0.4931
H 1.7402 4.7212 -0.7936 -0.277 -0.252 -0.209 0.4802
H 0.1821 5.6654 -2.5331 -0.015 -0.434 0.104 0.3995
C -3.4158 0.2652 -1.1666 -0.052 0.111 -0.079 -1.4898
C -2.5747 -1.3990 -3.3796 -0.018 0.113 -0.091 -1.0655
H 2.7202 2.6775 0.2769 -0.342 -0.245 -0.090 0.5605
H 1.2004 2.1415 1.0511 0.221 0.033 -0.349 -0.0159
H -1.1987 1.0119 -4.1845 -0.235 0.305 0.455 0.1923
H -2.6335 1.8914 -3.5787 0.343 -0.177 0.154 0.5600
C 2.4879 -0.3902 1.4797 0.154 0.254 0.027 -1.0251
C 3.6525 0.1860 -1.1092 0.036 0.141 0.006 -1.3038
H -1.6893 -2.3284 0.3064 0.206 -0.480 -0.237 -0.1275
H -1.7274 -4.7885 0.5835 0.334 0.175 -0.222 0.4108
H 0.0829 -6.2088 -0.4166 0.010 0.440 -0.057 0.3685
H 1.9291 -5.1006 -1.7057 -0.317 0.193 0.186 0.3631
H 1.9416 -2.6480 -2.0189 -0.200 -0.217 0.137 0.3155
H 0.7090 -1.4349 -3.7312 0.095 -0.185 -0.396 -0.0687
H 0.2983 -2.8720 -4.1189 0.189 0.360 -0.296 0.3247
H -0.2662 -0.8508 -5.5154 -0.262 0.463 -0.268 0.3868
H 0.1770 0.4754 -6.1425 -0.500 -0.247 0.025 0.3101
H 0.8964 -0.4489 -2.6911 1.010 0.094 -1.889 0.5534
H -4.3127 0.4899 -1.7708 0.383 -0.090 0.190 0.4617
H -3.6155 -0.6019 -0.5150 0.136 0.361 -0.177 0.3670
H -3.1634 1.1253 -0.5257 -0.135 -0.373 -0.175 0.2995
H -3.4604 -1.0570 -3.9412 0.348 -0.142 0.204 0.4153
H -1.7555 -1.6494 -4.0695 -0.407 0.045 0.203 0.2674
H -2.8253 -2.2937 -2.7850 0.108 0.354 -0.196 0.3597
H 4.4920 0.6410 -0.5542 -0.342 -0.181 -0.216 0.4049
H 3.8750 -0.8754 -1.3114 -0.109 0.413 0.081 0.3317
H 3.5131 0.6961 -2.0762 0.103 -0.210 0.333 0.3484
H 3.3795 0.0936 1.9152 -0.318 -0.113 -0.227 0.4731
H 1.6142 -0.2555 2.1370 0.658 -0.167 -0.251 0.1059
H 2.6688 -1.4726 1.3690 -0.194 0.427 0.082 0.3354
C 0.3776 1.8499 7.5940 0.091 0.319 0.385 -1.3703
C 0.0540 1.2871 6.2410 -0.067 0.261 -0.464 1.0574
C -0.1000 -0.0973 6.0953 -0.191 0.407 -0.942 -0.7870
C -0.4005 -0.6407 4.8474 -0.013 -0.234 -0.088 -0.6528
C -0.5504 0.1891 3.7281 0.408 1.507 -0.023 -0.2014
C -0.3986 1.5727 3.8636 0.070 -0.300 0.345 -0.3096
C -0.0971 2.1217 5.1181 -0.091 -0.947 -0.035 -0.9765
S -0.9327 -0.5742 2.1514 -3.419 -6.953 -4.381 1.7049
O -0.0729 -1.8384 2.0353 -0.336 4.505 0.912 -0.6419
O -2.3400 -1.1831 2.2589 2.738 3.342 0.194 -0.7543
O -0.9189 0.2953 0.6256 0.855 -1.250 5.315 -0.2652
H -0.4278 1.5820 8.3099 0.556 0.181 -0.289 0.3254
H 1.3372 1.4243 7.9539 -0.565 0.274 -0.049 0.3195
H 0.4697 2.9562 7.5629 -0.049 -0.699 0.065 0.3234
H 0.0125 -0.7553 6.9487 -0.010 0.036 -0.033 0.3846
H -0.5165 -1.7133 4.7516 0.001 0.069 -0.176 0.4662
H -0.5130 2.2205 3.0044 -0.042 -0.013 -0.063 0.4694
H 0.0185 3.1935 5.2129 0.006 -0.007 0.061 0.3066
```
Forces are in eV/Å.

Entry 2:
ORCA calculation (wB97M-V/def2-TZVPD) on a molecular structure, C11H31CaN6O2 at a distorted geometry.

Output
E_LUMO, eV: -2.18
Charge: +1
DFT total energy, eV: -43382.138
Kohn-Sham gap, eV: 9.99
ΔE to the lowest compared entry with this formula, charge and spin, kcal per mole: 1.8
Maximum force, eV/Å: 2.06

The geometry in XYZ format:
```
51
Properties=species:S:1:pos:R:3:forces:R:3:mulliken_charge:R:1
Ca 0.2326 -0.3555 -0.5627 -1.534 0.839 1.092 1.8283
N 0.7735 -0.6256 2.0218 -0.144 -0.399 -0.083 -0.4571
C -0.4094 -1.2924 2.6513 -0.024 0.433 -0.521 -0.6764
C -0.4725 -2.7032 2.0875 -0.183 -0.211 0.140 0.0650
C -1.8573 -3.1784 1.6562 0.180 -0.264 0.202 -1.1409
C -2.4381 -2.2947 0.5824 0.027 0.067 -0.687 -0.1113
N -1.5655 -2.2117 -0.6242 0.084 0.274 0.145 -0.5356
H 1.5961 -1.2351 2.1253 -0.392 0.307 -0.063 0.1937
H 0.9855 0.2238 2.5167 0.189 0.381 0.197 0.2122
H -1.2970 -0.6762 2.4167 0.309 -0.313 -0.088 0.2368
H -0.3764 -1.3149 3.7319 0.301 0.064 0.357 0.4280
H -0.0713 -3.3980 2.8271 0.052 -0.039 -0.074 0.4025
H 0.2008 -2.7450 1.2273 -0.021 -0.210 0.096 0.0276
H -2.5419 -3.2417 2.5114 0.067 0.145 -0.150 0.3620
H -1.7583 -4.2009 1.2730 -0.075 0.100 0.007 0.3768
H -2.5701 -1.2840 0.9422 -0.164 0.303 0.302 -0.2650
H -3.4179 -2.6357 0.2915 -0.422 -0.250 -0.037 0.4848
H -2.1130 -2.3315 -1.4761 0.247 -0.084 0.278 0.2198
H -0.8596 -2.9444 -0.5900 0.011 -0.150 -0.304 0.2203
C 2.3106 2.4029 0.0478 0.076 -0.135 -0.068 -1.1848
N 1.1462 2.0514 -0.7774 0.330 0.635 -0.130 0.3632
C 1.6408 1.9756 -2.1641 0.216 0.002 -0.197 -1.2216
C 0.1885 3.1666 -0.6595 0.162 0.036 0.384 -1.1428
C -1.1382 2.8236 -1.2597 -0.509 0.081 -0.458 -1.1301
N -1.6772 1.5403 -0.7612 -0.620 0.363 -0.740 0.6234
C -2.8314 1.2036 -1.6297 0.300 -0.419 0.048 -1.0783
C -2.2446 1.7723 0.5623 0.379 -0.449 0.599 -1.3476
H 2.7672 3.3544 -0.2921 -0.048 -0.420 0.095 0.3935
H 3.0253 1.5812 -0.0197 0.178 0.188 0.068 0.2442
H 1.9874 2.5337 1.0751 0.051 -0.021 0.229 0.3702
H 2.0137 2.9628 -2.4832 0.071 -0.230 0.025 0.4143
H 0.8603 1.6913 -2.8624 -0.260 -0.104 -0.054 0.3701
H 2.4332 1.2223 -2.2350 -0.128 0.202 0.049 0.3399
H 0.5652 4.0697 -1.1627 0.117 -0.084 0.074 0.4276
H 0.0956 3.4288 0.4058 -0.052 -0.170 -0.270 0.5203
H -1.0628 2.7788 -2.3566 0.083 -0.162 0.311 0.5246
H -1.8638 3.6348 -1.0598 0.197 -0.156 -0.008 0.4125
H -3.6587 1.8999 -1.4522 0.029 0.043 -0.203 0.4312
H -3.1793 0.1974 -1.3806 -0.023 0.087 -0.082 0.1849
H -2.5251 1.2344 -2.6801 -0.152 -0.049 0.185 0.3653
H -2.9388 2.6132 0.5548 -0.208 0.056 0.005 0.4463
H -1.4615 1.9973 1.2857 0.066 -0.006 0.071 0.2627
H -2.7638 0.8683 0.8932 -0.030 0.191 0.027 0.3530
N 4.3102 -1.0247 -0.6851 -1.350 -0.287 0.325 -0.5142
N 3.3265 -1.9721 -0.2713 0.919 0.215 0.004 0.0081
C 2.1334 -2.1410 -0.9046 -1.008 0.288 0.103 0.5825
O 1.4233 -3.0869 -0.5157 -0.009 -0.028 -0.148 -0.7115
O 1.7094 -1.2114 -1.6857 1.365 -0.399 -0.940 -0.9136
H 4.8676 -1.4197 -1.4131 0.514 -0.258 -0.504 0.2333
H 4.8778 -0.8719 0.1249 0.428 0.239 0.260 0.2448
H 3.6226 -2.8321 0.1529 0.405 -0.241 0.131 0.2571
```
Forces are in eV/Å.

The highest maximum force belongs to which entry? C24H36NO5P2SSc

Which formula does entry 2 have? C11H31CaN6O2

Which value of Kohn-Sham gap does entry 2 give? 9.99 eV

Among the records above, which one has the lowest Kohn-Sham gap? C24H36NO5P2SSc